Entry 1:
Density functional theory data (the ωB97M-V functional and the def2-TZVPD basis) for an isolated molecule of C5H8O2.

Computed properties:
**Frontier orbital gap**: 9.2 eV
**HOMO level**: -8.37 eV
**Energy above the lowest of the compared OMol25 structures with the same formula, charge and spin**: 6.035 eV
**E_LUMO**: 0.03215 Ha

```
! wB97M-V def2-TZVPD RIJCOSX def2/J DEFGRID3
* xyz 0 1
C -0.03 -2.08 0.13
C -1.25 -0.06 1.06
O 0.27 -0.82 0.76
C -0.19 0.45 0.18
C 0.71 1.67 0.34
O 0.68 1.91 -1.08
C -0.14 0.75 -1.31
H -1.05 -2.37 0.35
H 0.12 -2.06 -0.95
H 0.68 -2.80 0.55
H -1.02 0.36 2.06
H 0.21 2.48 0.90
H 1.72 1.52 0.73
H 0.38 0.03 -1.95
H -1.10 1.01 -1.76
*
```

=====

Entry 2:
Density functional theory data (the ωB97M-V functional and the def2-TZVPD basis) for a structure of composition C25H34N8O2PS2W.

Computed properties:
**Frontier orbital gap**: 7.4 eV
**HOMO level**: -16.45 eV
**E_LUMO**: -0.33412 Ha

```
! wB97M-V def2-TZVPD RIJCOSX def2/J DEFGRID3
* xyz 3 1
W -0.36 -0.99 0.50
C 1.62 -3.04 2.07
C 1.54 -3.40 0.60
N 0.13 -3.19 0.16
C -0.77 -4.26 0.73
C -2.13 -3.78 1.17
S -2.05 -2.22 2.10
C -1.11 -2.72 3.57
C 0.16 -1.91 3.68
N 0.84 -1.79 2.36
H 2.65 -2.93 2.39
H 1.20 -3.84 2.68
H 1.84 -4.44 0.44
H 2.17 -2.77 -0.03
H 0.11 -3.31 -0.85
H -0.25 -4.72 1.57
H -0.89 -5.04 -0.02
H -2.62 -4.52 1.81
H -2.81 -3.58 0.34
H -0.91 -3.79 3.51
H -1.74 -2.57 4.44
H 0.84 -2.37 4.40
H -0.04 -0.90 4.04
H 1.51 -1.04 2.47
C -1.21 4.20 1.47
N -1.13 2.80 1.92
C -1.63 2.31 3.11
C -1.37 0.97 3.12
N -0.67 0.66 1.97
C -0.57 1.78 1.26
P -0.09 1.46 -0.47
C -2.23 -0.35 -0.14
N -2.02 -1.51 -0.68
C -2.92 -1.71 -1.70
C -3.73 -0.61 -1.71
N -3.28 0.25 -0.72
C -3.86 1.55 -0.40
C 1.61 1.09 0.03
N 1.70 -0.13 0.53
C 3.04 -0.34 0.81
C 3.72 0.79 0.49
N 2.81 1.69 -0.01
C 3.10 3.04 -0.50
H -0.73 4.84 2.20
H -2.26 4.49 1.36
H -0.70 4.29 0.52
H -2.09 2.94 3.84
H -1.64 0.27 3.89
H -2.95 -2.59 -2.33
H -4.59 -0.38 -2.31
H -4.92 1.43 -0.15
H -3.77 2.22 -1.25
H -3.34 1.97 0.46
H 3.45 -1.26 1.21
H 4.77 1.02 0.56
H 4.01 3.02 -1.08
H 3.22 3.72 0.35
H 2.29 3.37 -1.14
O 1.31 4.12 -5.91
C 1.78 3.73 -4.72
O 2.39 4.47 -4.00
C 1.47 2.34 -4.24
C 0.19 1.79 -4.29
C -0.09 0.63 -3.58
C 0.92 0.01 -2.84
S 0.58 -1.41 -1.86
C 2.22 0.50 -2.89
C 2.50 1.66 -3.57
H 0.99 3.38 -6.44
H -0.60 2.30 -4.83
H -1.09 0.23 -3.57
H 3.01 -0.04 -2.38
H 3.49 2.09 -3.59
*
```

=====

Entry 3:
Density functional theory data (the ωB97M-V functional and the def2-TZVPD basis) for a cluster of 8 separate species, C30H45F15N2O13 in total at a distorted geometry.

Computed properties:
**Frontier orbital gap (spin up / spin down)**: 2.1 / 7.9 eV
**HOMO level (spin up / spin down)**: 0.00 / -5.83 eV
**E_LUMO (spin up / spin down)**: 0.07575 / 0.07452 Ha

```
! wB97M-V def2-TZVPD RIJCOSX def2/J DEFGRID3
* xyz -1 2
C -0.82 -9.31 -16.42
C -2.08 -9.84 -16.98
N -3.07 -10.23 -17.43
H -0.66 -8.24 -16.59
H 0.09 -9.73 -16.87
H -0.68 -9.49 -15.36
C -3.49 -8.31 -8.98
C -2.60 -9.29 -8.36
N -1.87 -10.02 -7.87
H -3.06 -7.61 -9.69
H -3.86 -7.71 -8.15
H -4.39 -8.76 -9.41
C 1.22 -9.52 -9.81
O 1.85 -10.00 -10.96
C 0.90 -10.12 -12.07
C 1.44 -11.01 -13.19
O 2.66 -10.53 -13.72
C 3.15 -11.49 -14.65
C 4.12 -12.54 -13.97
O 4.79 -13.28 -15.00
C 5.47 -14.43 -14.57
H 0.35 -10.15 -9.62
H 0.96 -8.47 -9.99
H 2.00 -9.49 -9.05
H 0.81 -9.14 -12.54
H -0.10 -10.49 -11.88
H 0.70 -10.99 -13.99
H 1.47 -12.01 -12.75
H 3.78 -10.93 -15.34
H 2.33 -11.98 -15.18
H 3.46 -13.14 -13.34
H 4.80 -12.00 -13.32
H 4.75 -15.07 -14.05
H 6.29 -14.11 -13.93
H 5.91 -14.93 -15.43
C -7.16 -1.81 -8.07
C -6.86 -3.27 -8.48
O -6.38 -3.15 -9.83
C -5.68 -4.24 -10.39
O -5.27 -5.21 -9.77
C -5.38 -4.02 -11.89
F -4.07 -4.23 -12.17
F -6.18 -4.81 -12.65
F -5.76 -2.82 -12.32
H -6.25 -1.24 -8.27
H -7.28 -1.87 -6.99
H -7.98 -1.31 -8.58
H -7.73 -3.92 -8.41
H -6.07 -3.65 -7.83
C 0.89 -4.64 -16.66
C 0.28 -3.25 -16.51
O 0.55 -2.56 -17.73
C -0.43 -2.43 -18.60
O -1.55 -2.94 -18.45
C -0.06 -1.60 -19.84
F -0.91 -0.60 -19.96
F 1.17 -1.04 -19.74
F -0.14 -2.33 -20.96
H 0.31 -5.24 -17.37
H 1.00 -5.25 -15.77
H 1.89 -4.63 -17.09
H 0.70 -2.71 -15.67
H -0.77 -3.34 -16.22
C -0.35 -6.33 -13.29
C -1.51 -6.16 -12.33
O -2.74 -6.78 -12.76
C -2.94 -8.09 -12.52
O -2.07 -8.85 -12.06
C -4.31 -8.55 -12.97
F -4.35 -8.91 -14.22
F -4.73 -9.55 -12.20
F -5.18 -7.55 -12.85
H -0.54 -5.60 -14.07
H -0.31 -7.37 -13.61
H 0.56 -6.09 -12.73
H -1.72 -5.09 -12.27
H -1.37 -6.60 -11.34
C 1.27 -6.88 -4.70
C 0.42 -6.95 -6.00
O 1.14 -6.44 -7.12
C 0.47 -6.18 -8.28
O -0.67 -6.56 -8.51
C 1.26 -5.39 -9.36
F 1.82 -6.20 -10.29
F 0.42 -4.58 -10.00
F 2.22 -4.70 -8.84
H 0.60 -7.00 -3.85
H 1.77 -5.92 -4.64
H 2.07 -7.61 -4.58
H -0.42 -6.27 -5.94
H 0.01 -7.95 -6.19
C -11.35 -6.20 -8.07
C -11.86 -6.33 -9.49
O -10.79 -6.16 -10.44
C -9.84 -7.07 -10.71
O -9.92 -8.24 -10.24
C -8.81 -6.49 -11.69
F -8.50 -5.29 -11.27
F -7.73 -7.28 -11.68
F -9.27 -6.51 -12.94
H -10.66 -7.04 -7.93
H -12.14 -6.43 -7.36
H -10.85 -5.26 -7.84
H -12.63 -5.59 -9.66
H -12.33 -7.31 -9.58
*
```

=====

Entry 4:
Density functional theory data (the ωB97M-V functional and the def2-TZVPD basis) for an isolated molecule of C2H3IO2 at a distorted geometry.

Computed properties:
**Frontier orbital gap (spin up / spin down)**: 8.0 / 5.7 eV
**HOMO level (spin up / spin down)**: -8.12 / -7.15 eV
**Energy above the lowest of the compared OMol25 structures with the same formula, charge and spin**: 5.652 eV
**E_LUMO (spin up / spin down)**: -0.00412 / -0.05426 Ha

```
! wB97M-V def2-TZVPD RIJCOSX def2/J DEFGRID3
* xyz 0 1
C -0.83 0.17 -0.49
C -0.60 -0.89 0.45
O -0.54 0.98 -1.27
O 1.91 1.06 0.23
I 1.75 2.09 -1.28
H -1.45 -1.69 0.61
H 0.36 -1.34 0.33
H -0.60 -0.39 1.42
*
```

=====

Entry 5:
Density functional theory data (the ωB97M-V functional and the def2-TZVPD basis) for the ion C4H14NO4Si with charge +1 at a distorted geometry.

Computed properties:
**Frontier orbital gap**: 10.9 eV
**HOMO level**: -13.70 eV
**SMILES string**: C[N+](C)(CO)C[Si](O)(O)O
**Energy above the lowest of the compared OMol25 structures with the same formula, charge and spin**: 0.000 eV
**E_LUMO**: -0.10380 Ha

```
! wB97M-V def2-TZVPD RIJCOSX def2/J DEFGRID3
* xyz 1 1
C 1.29 1.11 -0.04
N 0.18 0.12 -0.41
C -1.05 0.85 -0.30
C 0.40 -0.04 -1.99
O -0.63 -0.75 -2.57
C 0.28 -1.07 0.23
Si -0.36 -0.88 2.29
O -1.95 -1.06 2.43
O 0.12 0.64 2.59
O 0.76 -1.96 2.73
H 1.24 1.92 -0.82
H 1.12 1.41 1.02
H 2.38 0.65 -0.21
H -1.27 1.57 -1.24
H -1.99 0.15 -0.37
H -1.01 1.48 0.57
H 0.50 0.90 -2.46
H 1.27 -0.56 -2.12
H -1.37 -0.28 -2.96
H -0.47 -1.77 -0.15
H 1.23 -1.72 0.18
H -2.27 -1.70 3.08
H -0.62 1.15 2.90
H 1.00 -2.58 3.44
*
```

=====

Entry 6:
Density functional theory data (the ωB97M-V functional and the def2-TZVPD basis) for a structure of composition C31H30AsCl2FeN7 at a distorted geometry.

Computed properties:
**Frontier orbital gap (spin up / spin down)**: 8.8 / 8.2 eV
**HOMO level (spin up / spin down)**: -13.57 / -13.61 eV
**E_LUMO (spin up / spin down)**: -0.17393 / -0.19951 Ha

```
! wB97M-V def2-TZVPD RIJCOSX def2/J DEFGRID3
* xyz 2 5
Fe -0.04 0.30 -0.09
N -1.15 -1.95 2.40
C -0.46 -0.87 2.92
C -0.41 -0.77 4.32
C 0.27 0.28 4.89
C 0.90 1.22 4.06
C 0.80 1.04 2.71
N 0.13 0.02 2.13
C -1.49 -2.32 1.11
C -2.30 -3.46 0.98
C -2.67 -3.89 -0.26
C -2.24 -3.17 -1.38
C -1.47 -2.06 -1.17
N -1.08 -1.63 0.05
H -1.53 -2.56 3.10
H -0.90 -1.51 4.94
H 0.32 0.37 5.97
H 1.45 2.05 4.47
H 1.28 1.73 2.03
H -2.62 -4.00 1.87
H -3.30 -4.76 -0.38
H -2.52 -3.46 -2.38
H -1.12 -1.47 -2.01
N 2.17 -1.55 -4.47
C 1.30 -0.78 -5.14
N 1.18 -0.93 -6.46
N 0.53 0.12 -4.56
C 0.44 0.32 -3.31
N 0.30 0.54 -2.17
H 2.80 -2.16 -4.95
H 2.43 -1.30 -3.52
H 1.75 -1.58 -6.98
H 0.51 -0.36 -6.95
Cl -4.34 2.75 -0.04
C -2.72 3.40 -0.01
Cl -1.51 2.09 0.29
H -2.62 4.09 0.82
H -2.48 3.85 -0.96
C 4.56 -1.70 3.88
C 4.83 -0.40 3.47
C 4.25 0.10 2.31
C 3.40 -0.70 1.55
C 3.10 -1.99 1.99
C 3.69 -2.49 3.14
As 2.53 -0.03 -0.06
C 3.30 -1.13 -1.48
C 3.06 -2.51 -1.49
C 3.63 -3.32 -2.46
C 4.43 -2.76 -3.45
C 4.63 -1.39 -3.48
C 4.06 -0.57 -2.50
C 3.38 1.68 -0.34
C 2.57 2.81 -0.46
C 3.13 4.07 -0.64
C 4.51 4.20 -0.69
C 5.33 3.08 -0.58
C 4.76 1.82 -0.41
H 5.02 -2.09 4.78
H 5.49 0.23 4.04
H 4.46 1.12 2.01
H 2.40 -2.61 1.44
H 3.46 -3.50 3.47
H 2.44 -2.95 -0.73
H 3.47 -4.39 -2.43
H 4.90 -3.39 -4.19
H 5.24 -0.94 -4.25
H 4.23 0.50 -2.54
H 1.49 2.71 -0.44
H 2.50 4.94 -0.73
H 4.96 5.18 -0.82
H 6.40 3.18 -0.62
H 5.40 0.95 -0.31
*
```

=====

Entry 7:
Density functional theory data (the ωB97M-V functional and the def2-TZVPD basis) for a cluster of 2 separate species, H4S4 in total.

Computed properties:
**Frontier orbital gap**: 9.2 eV
**HOMO level**: -9.16 eV
**SMILES string**: SS.SS
**Energy above the lowest of the compared OMol25 structures with the same formula, charge and spin**: 0.243 eV
**E_LUMO**: 0.00204 Ha

```
! wB97M-V def2-TZVPD RIJCOSX def2/J DEFGRID3
* xyz 0 1
S -0.93 -1.53 1.41
S -1.84 -2.06 -0.36
H 0.25 -1.02 1.07
H -1.99 -0.85 -0.88
S 1.94 0.68 -0.01
S 0.51 2.20 -0.17
H 2.66 1.11 -1.06
H -0.60 1.48 0.00
*
```

=====

Entry 8:
Density functional theory data (the ωB97M-V functional and the def2-TZVPD basis) for a cluster of 3 separate species, C3H7IN in total at a distorted geometry.

Computed properties:
**Frontier orbital gap (spin up / spin down)**: 3.1 / 3.2 eV
**HOMO level (spin up / spin down)**: -10.66 / -10.66 eV
**Energy above the lowest of the compared OMol25 structures with the same formula, charge and spin**: 4.818 eV
**E_LUMO (spin up / spin down)**: -0.27647 / -0.27265 Ha

```
! wB97M-V def2-TZVPD RIJCOSX def2/J DEFGRID3
* xyz 1 3
C 3.33 2.68 -0.02
C 4.99 0.41 0.48
C 2.70 1.76 -0.61
N -7.37 -2.61 0.11
I 4.02 -1.24 0.03
H 4.02 3.23 0.46
H 5.56 0.40 1.41
H 2.93 0.72 -0.89
H 1.90 2.18 -1.25
H -6.49 -2.10 0.14
H -7.82 -2.92 0.92
H -7.76 -2.51 -0.76
*
```